1.
{"formula": "C5H10NO3", "method": "ωB97M-V/def2-TZVPD", "spin_multiplicity": 1, "relative_energy_kcal_mol": 198.3, "e_homo_ev": -3.954, "molar_mass_g_mol": 132.139, "total_charge": -1, "orbital_gap_ev": 7.48, "e_lumo_ev": 3.5, "elements": ["O", "O", "O", "N", "C", "C", "C", "C", "C", "H", "H", "H", "H", "H", "H", "H", "H", "H", "H"], "positions_angstrom": [[0.714, 1.464, -0.117], [3.520, 0.252, 0.427], [4.094, -0.869, -1.252], [3.211, -0.440, -0.538], [0.023, -0.602, 1.087], [0.088, 0.191, -0.241], [0.783, -0.783, -1.226], [-2.411, 0.374, 0.252], [-1.352, 0.508, -0.803], [-1.402, 1.585, -1.025], [1.640, 1.231, -0.070], [1.041, -0.615, 1.460], [-0.422, -1.595, 0.811], [-0.620, -0.147, 1.905], [-2.496, -0.687, 0.438], [-3.465, 0.948, -0.023], [0.853, -1.679, -0.644], [-2.212, 0.877, 1.313], [-1.587, -0.012, -1.755]]}

---

2.
{"formula": "C5H10NOS", "method": "ωB97M-V/def2-TZVPD", "spin_multiplicity": 1, "relative_energy_kcal_mol": 76.5, "e_homo_ev": -14.467, "molar_mass_g_mol": 132.208, "total_charge": 1, "orbital_gap_ev": 9.78, "e_lumo_ev": -4.7, "elements": ["S", "O", "N", "C", "C", "C", "C", "C", "H", "H", "H", "H", "H", "H", "H", "H", "H", "H"], "positions_angstrom": [[-0.349, -1.942, 2.796], [1.625, -2.323, 0.364], [0.784, -1.265, 0.274], [-0.654, 1.151, -0.432], [0.810, 0.959, -0.769], [-0.264, -1.031, 0.942], [-1.170, -0.041, 0.478], [1.145, -0.501, -0.894], [-0.739, 2.113, -0.110], [1.871, -2.807, 1.201], [2.189, -0.535, -1.212], [1.290, 1.188, 0.156], [-1.747, 0.504, 1.300], [-1.279, 1.075, -1.250], [-1.516, -1.446, 2.834], [-1.994, -0.602, -0.088], [0.643, -0.959, -1.708], [1.152, 1.481, -1.679]]}

---

3.
{"formula": "C5H10NOS", "method": "ωB97M-V/def2-TZVPD", "spin_multiplicity": 1, "relative_energy_kcal_mol": 109.5, "e_homo_ev": [-13.125, -11.920], "molar_mass_g_mol": 132.208, "total_charge": 1, "orbital_gap_ev": [8.20, 5.88], "e_lumo_ev": [-4.9, -6.0], "elements": ["S", "O", "N", "C", "C", "C", "C", "C", "H", "H", "H", "H", "H", "H", "H", "H", "H", "H"], "positions_angstrom": [[-0.055, -2.655, -1.081], [2.208, -0.537, -0.462], [-0.524, -0.138, -0.290], [-0.227, 0.598, 2.028], [0.448, 0.206, 0.831], [-0.020, -1.005, -1.325], [1.766, 0.010, 0.568], [-1.104, 1.055, -0.970], [-0.234, 1.745, -1.264], [-0.965, 1.221, 1.773], [2.533, 0.569, 1.070], [-1.280, -0.518, 0.206], [0.686, -2.979, -2.080], [0.428, 0.893, 2.799], [0.413, -0.461, -2.210], [-0.644, -0.373, 2.443], [-1.684, 0.577, -1.794], [-1.746, 1.794, -0.243]]}

---

4.
{"formula": "C5H10NS", "method": "ωB97M-V/def2-TZVPD", "spin_multiplicity": 1, "relative_energy_kcal_mol": 80.2, "e_homo_ev": -12.609, "molar_mass_g_mol": 116.209, "total_charge": 1, "orbital_gap_ev": 9.31, "e_lumo_ev": -3.3, "elements": ["S", "N", "C", "C", "C", "C", "C", "H", "H", "H", "H", "H", "H", "H", "H", "H", "H"], "positions_angstrom": [[-0.816, -2.347, -0.547], [-0.252, -0.003, -1.603], [-0.446, -1.395, -2.133], [0.439, 0.047, -0.200], [0.324, -1.342, 0.409], [-0.496, 0.286, 0.964], [0.123, 1.015, 2.120], [-1.160, 0.394, -1.455], [0.177, 0.551, -2.248], [1.259, 0.726, -0.210], [1.030, 0.494, 2.580], [0.507, -1.779, -2.526], [0.516, 1.908, 1.733], [-1.154, -1.494, -3.083], [1.046, -1.827, 1.168], [-0.683, 0.998, 2.913], [-1.523, 0.298, 0.882]]}

---

5.
{"formula": "C5H10NS4", "method": "ωB97M-V/def2-TZVPD", "spin_multiplicity": 3, "relative_energy_kcal_mol": 0.9, "e_homo_ev": [-10.630, -12.774], "molar_mass_g_mol": 212.410, "total_charge": 1, "orbital_gap_ev": [7.69, 5.53], "e_lumo_ev": [-2.9, -7.2], "elements": ["S", "S", "S", "S", "N", "C", "C", "C", "C", "C", "H", "H", "H", "H", "H", "H", "H", "H", "H", "H"], "positions_angstrom": [[1.939, 1.590, -1.123], [-3.143, 0.967, -0.708], [2.873, 0.606, 0.403], [0.789, -2.200, -1.258], [-1.058, 0.420, 0.955], [-0.359, -0.706, 0.747], [-1.368, 1.072, -0.349], [-0.104, -1.735, 1.755], [-0.686, 0.210, -1.332], [-0.128, -0.825, -0.692], [-1.272, 0.702, 1.919], [-0.391, 0.480, -2.303], [0.979, -1.673, 2.013], [-1.138, 2.056, -0.269], [1.021, -2.086, -2.551], [-3.436, 2.235, -0.303], [4.228, 0.275, 0.169], [-0.461, -2.807, 1.335], [-0.677, -1.402, 2.644], [2.391, 2.820, -1.052]]}

---

6.
{"formula": "C5H10NSi2", "method": "ωB97M-V/def2-TZVPD", "spin_multiplicity": 1, "smiles": "[SiH3]c1cccc[n+]1[SiH3]", "relative_energy_kcal_mol": 44.2, "e_homo_ev": -14.405, "molar_mass_g_mol": 140.314, "total_charge": 1, "orbital_gap_ev": 9.53, "e_lumo_ev": -4.9, "elements": ["Si", "Si", "N", "C", "C", "C", "C", "C", "H", "H", "H", "H", "H", "H", "H", "H", "H", "H"], "positions_angstrom": [[1.761, -1.525, 0.169], [1.087, 1.896, -0.160], [-0.283, 0.719, 0.115], [-1.217, -1.531, -0.336], [-0.083, -0.876, -0.034], [-2.527, -0.902, -0.241], [-1.505, 1.201, 0.316], [-2.627, 0.363, 0.235], [0.685, 3.242, 0.466], [-3.415, -1.380, -0.375], [-1.016, -2.478, -0.715], [2.622, -1.022, -0.986], [2.053, -1.189, 1.475], [1.878, -3.048, 0.169], [-3.586, 0.796, 0.590], [1.243, 1.432, -1.581], [2.211, 1.120, 0.251], [-1.652, 2.245, 0.671]]}

---

Please write out number 6 again, unchanged.
{"formula": "C5H10NSi2", "method": "ωB97M-V/def2-TZVPD", "spin_multiplicity": 1, "smiles": "[SiH3]c1cccc[n+]1[SiH3]", "relative_energy_kcal_mol": 44.2, "e_homo_ev": -14.405, "molar_mass_g_mol": 140.314, "total_charge": 1, "orbital_gap_ev": 9.53, "e_lumo_ev": -4.9, "elements": ["Si", "Si", "N", "C", "C", "C", "C", "C", "H", "H", "H", "H", "H", "H", "H", "H", "H", "H"], "positions_angstrom": [[1.761, -1.525, 0.169], [1.087, 1.896, -0.160], [-0.283, 0.719, 0.115], [-1.217, -1.531, -0.336], [-0.083, -0.876, -0.034], [-2.527, -0.902, -0.241], [-1.505, 1.201, 0.316], [-2.627, 0.363, 0.235], [0.685, 3.242, 0.466], [-3.415, -1.380, -0.375], [-1.016, -2.478, -0.715], [2.622, -1.022, -0.986], [2.053, -1.189, 1.475], [1.878, -3.048, 0.169], [-3.586, 0.796, 0.590], [1.243, 1.432, -1.581], [2.211, 1.120, 0.251], [-1.652, 2.245, 0.671]]}